Computed, not measured: C14H20N2O3Pt as an isolated structure, with wB97M-V/def2-TZVPD.

Computed properties:
Lowest unoccupied orbital energy = 0.26 eV
Spin multiplicity = 1
E_tot = -27210.5340 eV
Orbital gap = 8.44 eV
Relative energy (zero: lowest compared OMol25 entry of this formula, charge and spin) = 0.0000 eV

Last column: Löwdin charge in e.
Element x y z (Å)
H1 0.733 0.610 -4.106  0.082
C1 -1.366 -2.651 0.460  -0.060
N1 0.010 0.456 1.347  0.188
H2 0.698 -0.316 5.554  0.087
H3 -1.469 1.440 -2.677  0.111
H4 -2.388 -2.454 0.759  0.113
O1 2.556 2.461 -1.633  0.063
C2 -1.014 -2.464 -0.923  -0.447
H5 -1.812 -2.079 -2.905  0.060
H6 -0.434 2.689 3.735  0.094
C3 -0.506 1.850 4.422  -0.051
O2 1.626 0.441 -1.403  -0.171
H7 -0.245 1.992 -4.665  0.090
C4 0.051 0.548 2.498  -0.285
H8 0.596 -2.797 -2.362  0.108
H9 1.639 -3.605 1.701  0.102
H10 0.025 2.101 5.340  0.087
H11 -1.560 1.670 4.659  0.089
C5 0.916 -3.280 0.963  -0.088
C6 0.417 2.129 -2.609  -0.507
C7 1.641 1.670 -1.776  -0.627
C8 0.154 3.611 -2.478  -0.017
H12 1.000 4.164 -2.880  0.095
H13 0.723 -1.296 4.081  0.085
N2 0.117 0.680 3.820  -0.215
C9 -1.855 -1.776 -1.862  -0.180
H14 -0.718 -3.210 2.391  0.100
O3 -0.741 1.416 -2.045  -0.151
H15 -2.852 -1.509 -1.527  0.063
C10 1.296 -3.097 -0.324  -0.074
C11 -0.437 -3.058 1.355  -0.092
C12 0.173 -0.531 4.624  -0.053
H16 1.502 2.167 -4.457  0.104
Pt1 -0.216 -0.575 -1.482  1.121
C13 0.347 -2.680 -1.313  -0.195
H17 2.318 -3.279 -0.629  0.111
H18 -0.828 -0.908 4.861  0.090
H19 0.038 3.886 -1.432  0.097
H20 -0.748 3.890 -3.030  0.087
C14 0.609 1.691 -4.051  -0.015



Computed, not measured: one molecule with the formula C14H20N2O4, with wB97M-V/def2-TZVPD.

Computed properties:
Lowest unoccupied orbital energy = 0.56 eV
SMILES = CC(C)[C@H](NC(=O)[C@@H](N)Cc1ccc(O)cc1)C(=O)O
Spin multiplicity = 1
E_tot = -26012.8041 eV
Orbital gap = 9.24 eV
Relative energy (zero: lowest compared OMol25 entry of this formula, charge and spin) = 1.8566 eV

Last column: Löwdin charge in e.
Element x y z (Å)
C1 2.187 1.549 -0.785  -0.048
C2 2.714 -0.545 0.940  -0.020
C3 -0.776 2.730 -0.138  -0.360
H1 -0.259 1.946 1.723  0.133
H2 -4.720 -2.110 -0.587  0.154
H3 2.867 -1.445 1.580  0.128
H4 -2.195 4.177 -0.450  0.067
C4 -0.655 -2.326 1.426  -0.030
C5 1.452 1.491 0.376  -0.226
H5 3.561 0.740 -2.120  0.139
H6 -2.310 3.509 0.971  0.091
H7 0.771 3.322 1.300  0.138
C6 -1.448 1.489 -0.709  -0.396
C7 3.032 0.576 -1.163  -0.046
C8 0.318 2.401 0.853  -0.112
H8 0.328 -1.848 -1.936  0.097
O1 -2.188 1.567 -1.676  0.078
C9 -3.158 -1.048 -0.151  -0.482
H9 1.037 -2.891 -0.712  0.071
O2 4.177 -1.420 -0.866  0.046
H10 -1.711 -0.824 -1.687  0.159
C10 -0.877 -2.100 -0.113  -0.302
H11 0.119 -1.732 1.914  0.056
O3 -3.809 -1.928 -0.967  0.094
H12 -0.730 0.287 0.808  0.118
C11 -1.742 -0.906 -0.608  -0.245
C12 1.697 0.397 1.206  -0.090
C13 3.355 -0.467 -0.338  -0.340
C14 0.459 -2.013 -0.856  -0.065
N1 -1.242 0.285 -0.069  0.122
H13 1.150 -1.197 -0.588  0.042
H14 -1.349 -3.042 -0.524  0.151
H15 -1.597 -2.063 1.903  0.072
N2 -1.650 3.763 0.253  0.087
H16 2.001 2.406 -1.509  0.147
O4 -3.645 -0.473 0.782  0.129
H17 4.252 -2.214 -0.296  0.122
H18 1.290 0.339 2.206  0.113
H19 -0.503 -3.388 1.596  0.078
H20 -0.201 3.004 -0.989  0.131



Computed, not measured: a 2-piece molecular cluster, C14H20N2O5 overall, with wB97M-V/def2-TZVPD.

Computed properties:
Lowest unoccupied orbital energy = 0.51 eV
SMILES = N[C@@H](Cc1ccc(O)cc1)C(=O)O.O=C(O)[C@@H]1CCCN1
Spin multiplicity = 1
E_tot = -28060.2577 eV
Orbital gap = 8.85 eV
Relative energy (zero: lowest compared OMol25 entry of this formula, charge and spin) = 1.5877 eV

Last column: Löwdin charge in e.
Element x y z (Å)
C1 0.009 -0.277 -2.581  -0.108
C2 -1.565 -0.492 4.465  -0.261
O1 -1.061 -2.710 -1.221  0.091
C3 3.593 0.934 -2.982  -0.015
N1 -0.795 -1.339 -4.661  0.088
C4 -2.444 0.231 5.547  -0.103
H1 4.546 0.816 -2.419  0.122
H2 -1.874 2.298 4.804  0.161
C5 2.408 1.493 -5.008  -0.010
H3 0.495 -0.480 4.510  0.141
C6 -2.075 -0.392 3.067  -0.516
O2 -2.624 -2.461 -2.800  0.096
C7 1.259 0.892 -4.495  -0.024
C8 3.556 1.510 -4.257  -0.329
C9 1.234 0.347 -3.210  -0.234
O3 -1.278 0.336 2.270  0.115
H4 0.549 1.623 5.810  0.090
H5 -2.494 -0.420 6.414  0.114
H6 -0.508 0.539 2.771  0.053
H7 0.342 0.806 -5.097  0.109
H8 2.328 0.082 -1.457  0.103
H9 -3.421 0.387 5.190  0.095
H10 -0.840 0.372 -2.692  0.127
H11 -1.824 -3.186 -0.838  0.134
H12 -0.252 0.306 6.673  0.128
C10 -0.276 0.986 5.781  -0.183
N2 -0.298 0.179 4.518  -0.062
O4 4.684 2.067 -4.788  0.056
H13 0.561 -2.245 -3.221  0.164
O5 -3.075 -0.865 2.626  0.119
H14 -0.575 -2.050 -5.266  0.048
H15 2.373 1.965 -5.941  0.101
C11 -1.676 1.577 5.724  -0.152
C12 2.399 0.417 -2.470  -0.048
H16 0.197 -0.467 -1.550  0.102
H17 5.410 1.912 -4.212  0.078
H18 -1.412 -1.558 4.687  0.162
H19 -1.778 -1.280 -4.608  0.061
C13 -1.471 -2.313 -2.457  -0.456
C14 -0.345 -1.601 -3.269  -0.257
H20 -1.982 2.060 6.645  0.100



Computed, not measured: C14H20N2Pd as an isolated structure, with wB97M-V/def2-TZVPD.

Computed properties:
Lowest unoccupied orbital energy (spin up / spin down) = 0.14 / -1.09 eV
Spin multiplicity = 3
E_tot = -21298.9073 eV
Orbital gap (spin up / spin down) = 4.94 / 7.34 eV
Relative energy (zero: lowest compared OMol25 entry of this formula, charge and spin) = 0.0000 eV

Last column: Mulliken spin population.
Element x y z (Å)
H1 -3.555 1.395 -0.514  0.002
H2 0.898 -0.365 2.547  -0.007
Pd1 -0.525 0.086 0.431  0.780
H3 -0.827 2.445 1.116  0.002
H4 3.274 -4.504 -0.471  0.003
C1 2.284 2.601 -2.008  0.141
C2 2.558 -3.685 -0.341  0.039
H5 -2.055 1.982 -0.068  -0.002
H6 4.150 2.032 -2.973  0.006
H7 0.388 2.796 -0.931  0.014
H8 0.437 1.359 2.419  -0.005
H9 -4.393 2.187 0.820  -0.001
C3 0.078 0.333 2.350  0.074
H10 -0.786 0.135 2.998  0.038
H11 1.267 -4.766 1.046  0.014
H12 -2.271 1.514 1.683  -0.008
C4 3.125 0.353 -2.063  0.013
C5 -1.562 1.686 0.868  0.024
C6 1.834 -1.411 -0.751  0.104
H13 -0.279 -2.834 1.379  -0.004
H14 -3.365 -0.132 1.446  -0.008
H15 3.584 -2.283 -1.611  0.022
C7 1.464 -3.840 0.518  0.145
C8 -4.328 0.019 0.968  0.012
C9 3.272 1.690 -2.413  0.056
N1 0.779 -1.614 0.072  0.120
C10 0.587 -2.770 0.715  -0.046
C11 -4.393 1.309 0.167  -0.002
H16 -5.294 1.351 -0.453  0.001
N2 1.105 0.852 -0.893  0.285
H17 2.336 3.653 -2.267  0.014
H18 -5.098 0.027 1.744  0.001
C12 2.733 -2.464 -0.980  0.027
H19 3.873 -0.382 -2.348  0.022
H20 -4.522 -0.834 0.319  -0.006
C13 2.028 -0.058 -1.277  0.177
C14 1.199 2.136 -1.246  -0.044



Question: Number 4 is which compound?
Answer: C14H20N2Pd



Question: What is the E_tot in the third record?
Answer: -28060.2577 eV